1.
DFT (ωB97M-V with the def2-TZVPD basis set) results for a cluster of 5 separate species, C22H49IO15P2 in total in a non-equilibrium geometry.

SMILES: O=C1O[C@@H](PP(=O)(O)O)[C@](I)(C[C@H]2CO2)O1.COCCOC.COCCOC.COCCOC.COCCOC
Calculated total energy in eV: -80992.2555
Gap between HOMO and LUMO in eV: 8.8

CARTESIAN COORDINATES (ANGSTROEM)
O1 -4.777 1.370 7.832
C1 -4.931 1.453 6.699
O2 -6.114 1.314 5.954
C2 -5.732 0.278 5.047
P1 -6.952 -0.304 3.773
P2 -7.518 -2.312 4.456
O3 -7.023 -2.496 5.841
O4 -9.130 -2.537 4.478
O5 -6.906 -3.504 3.521
C3 -4.291 0.815 4.585
I1 -4.272 1.743 2.638
C4 -3.378 -0.441 4.829
C5 -2.041 -0.322 3.915
C6 -0.916 -1.393 4.290
O6 -1.813 -1.428 3.036
O7 -3.962 1.674 5.701
H1 -5.458 -0.568 5.720
H2 -6.248 -0.549 2.565
H3 -9.544 -1.889 5.075
H4 -6.141 -3.205 3.002
H5 -2.998 -0.529 5.861
H6 -3.840 -1.369 4.436
H7 -1.696 0.704 3.615
H8 -0.003 -1.446 3.680
H9 -1.275 -2.178 4.975
C7 0.504 1.651 -0.526
O8 0.849 0.549 0.299
C8 -0.151 -0.467 0.287
C9 0.264 -1.634 -0.587
O9 0.295 -1.262 -1.962
C10 1.619 -1.048 -2.431
H10 1.377 2.299 -0.612
H11 0.207 1.329 -1.527
H12 -0.309 2.222 -0.064
H13 -1.117 -0.064 -0.032
H14 -0.258 -0.820 1.316
H15 -0.481 -2.430 -0.489
H16 1.231 -2.037 -0.269
H17 2.143 -2.005 -2.514
H18 2.176 -0.377 -1.773
H19 1.560 -0.596 -3.421
C11 3.060 2.527 2.012
O10 4.190 2.928 2.773
C12 5.161 3.607 1.987
C13 5.106 5.106 2.216
O11 3.902 5.664 1.701
C14 2.956 5.950 2.719
H20 2.292 2.179 2.702
H21 2.654 3.355 1.425
H22 3.330 1.699 1.348
H23 5.041 3.371 0.925
H24 6.142 3.240 2.307
H25 5.932 5.575 1.671
H26 5.224 5.343 3.277
H27 3.286 6.813 3.306
H28 2.800 5.092 3.378
H29 2.009 6.198 2.238
C15 3.180 2.918 -5.519
O12 4.303 3.381 -4.788
C16 4.293 2.940 -3.435
C17 5.261 1.792 -3.221
O13 4.828 0.616 -3.893
C18 5.548 0.377 -5.091
H30 3.348 3.140 -6.573
H31 3.041 1.840 -5.407
H32 2.276 3.443 -5.192
H33 3.282 2.660 -3.122
H34 4.613 3.789 -2.822
H35 5.293 1.555 -2.152
H36 6.272 2.071 -3.534
H37 6.567 0.052 -4.858
H38 5.580 1.265 -5.727
H39 5.044 -0.423 -5.633
C19 -3.037 -6.001 -5.226
O14 -3.228 -5.255 -4.036
C20 -2.297 -5.603 -3.018
C21 -1.199 -4.563 -2.894
O15 -0.358 -4.563 -4.043
C22 -0.637 -3.479 -4.914
H40 -3.658 -5.559 -6.006
H41 -1.994 -5.979 -5.554
H42 -3.354 -7.039 -5.075
H43 -1.874 -6.597 -3.196
H44 -2.855 -5.638 -2.077
H45 -0.567 -4.820 -2.037
H46 -1.619 -3.569 -2.716
H47 -0.289 -2.543 -4.465
H48 -1.703 -3.407 -5.141
H49 -0.093 -3.641 -5.845

Atom charges from the Mulliken analysis, given in e for atoms 1 to 4:
1 O -0.391
2 C 0.635
3 O -0.434
4 C 0.019


2.
DFT (ωB97M-V with the def2-TZVPD basis set) results for a structure of composition C22H49N11Ru.

Net charge: +3
Calculated total energy in eV: -42557.5513
Gap between HOMO and LUMO (alpha / beta) in eV: 7.4 / 7.7
Multiplicity: 2

CARTESIAN COORDINATES (ANGSTROEM)
Ru1 0.505 0.273 0.162
C1 -1.660 -1.785 -2.065
N1 -2.392 -1.944 -0.825
C2 -3.847 -1.910 -1.014
C3 -1.849 -1.894 0.397
N2 -0.670 -1.301 0.701
C4 0.113 -1.936 1.789
C5 0.358 -0.922 2.885
N3 0.853 0.343 2.262
C6 2.322 0.505 2.400
C7 2.988 -0.565 1.571
N4 2.453 -0.442 0.188
C8 3.360 -0.727 -0.784
N5 4.211 -1.741 -0.642
C9 5.498 -1.808 -1.344
C10 3.868 -2.950 0.110
N6 3.515 0.071 -1.874
C11 3.439 -0.511 -3.217
C12 3.344 1.513 -1.724
C13 0.125 1.530 2.794
C14 -1.200 1.625 2.064
N7 -0.881 1.638 0.622
C15 -1.600 2.486 -0.162
N8 -2.895 2.691 0.076
C16 -3.567 3.976 -0.152
C17 -3.759 1.635 0.599
N9 -0.983 3.111 -1.181
C18 0.349 3.697 -1.041
C19 -1.702 3.545 -2.378
N10 -2.525 -2.579 1.351
C20 -3.168 -3.865 1.061
C21 -2.750 -2.088 2.703
H1 -2.146 -2.400 -2.823
H2 -0.633 -2.127 -1.952
H3 -1.694 -0.754 -2.405
H4 -4.104 -1.010 -1.578
H5 -4.365 -1.891 -0.062
H6 -4.175 -2.778 -1.585
H7 1.060 -2.248 1.350
H8 -0.364 -2.838 2.163
H9 1.057 -1.275 3.644
H10 -0.576 -0.694 3.391
H11 2.623 0.487 3.451
H12 2.574 1.484 1.987
H13 2.802 -1.548 2.008
H14 4.070 -0.422 1.577
H15 5.871 -0.806 -1.535
H16 5.419 -2.358 -2.282
H17 6.197 -2.338 -0.700
H18 2.790 -3.014 0.236
H19 4.366 -2.974 1.079
H20 4.196 -3.813 -0.467
H21 2.426 -0.830 -3.467
H22 4.094 -1.371 -3.315
H23 3.776 0.228 -3.940
H24 2.315 1.836 -1.566
H25 3.714 1.994 -2.627
H26 3.951 1.871 -0.893
H27 0.718 2.413 2.551
H28 0.025 1.473 3.879
H29 -1.741 2.523 2.361
H30 -1.827 0.764 2.303
H31 -2.841 4.751 -0.373
H32 -4.088 4.248 0.765
H33 -4.295 3.906 -0.960
H34 -3.245 0.677 0.544
H35 -4.659 1.591 -0.014
H36 -4.057 1.837 1.629
H37 0.881 3.253 -0.203
H38 0.266 4.773 -0.872
H39 0.917 3.539 -1.957
H40 -2.648 3.019 -2.462
H41 -1.086 3.307 -3.246
H42 -1.883 4.621 -2.385
H43 -2.814 -4.258 0.112
H44 -4.255 -3.781 1.037
H45 -2.899 -4.565 1.852
H46 -2.526 -1.027 2.764
H47 -2.167 -2.635 3.448
H48 -3.805 -2.216 2.946
N11 0.314 0.585 -2.961
C22 0.305 0.437 -1.815
H49 0.315 0.686 -3.960

Atom charges from the Mulliken analysis, given in e for atoms 1 to 4:
1 Ru -0.305
2 C -1.139
3 N 0.154
4 C -1.180


3.
DFT (ωB97M-V with the def2-TZVPD basis set) results for a structure of composition C22H50BrFNNbO3S2 in a non-equilibrium geometry.

Calculated total energy in eV: -127232.6874
Gap between HOMO and LUMO in eV: 6.4

CARTESIAN COORDINATES (ANGSTROEM)
C1 4.038 -0.281 4.132
O1 3.023 0.647 3.786
C2 1.731 0.249 4.217
C3 0.725 1.298 3.787
C4 0.102 1.092 2.416
C5 0.920 1.649 1.251
C6 2.095 0.758 0.832
C7 1.891 0.170 -0.551
C8 3.010 -0.726 -1.097
C9 3.873 -1.513 -0.104
C10 3.525 -3.015 0.038
Nb1 1.749 -3.420 1.329
Br1 0.746 -4.634 -0.791
C11 -0.228 -4.023 2.308
C12 -1.133 -2.791 2.460
C13 -2.510 -3.151 2.991
S1 -3.568 -1.682 3.271
S2 2.735 -5.624 2.292
O2 3.061 -6.543 1.242
O3 3.817 -5.268 3.173
F1 1.703 -6.420 3.241
H1 4.692 -0.428 3.275
H2 3.619 -1.251 4.395
H3 4.620 0.102 4.970
H4 1.480 -0.708 3.747
H5 1.734 0.128 5.303
H6 -0.082 1.287 4.521
H7 1.192 2.281 3.860
H8 -0.087 0.033 2.230
H9 -0.869 1.591 2.415
H10 0.258 1.836 0.399
H11 1.311 2.621 1.562
H12 3.048 1.281 0.892
H13 2.168 -0.068 1.539
H14 0.927 -0.343 -0.564
H15 1.775 1.018 -1.243
H16 2.552 -1.455 -1.769
H17 3.667 -0.117 -1.718
H18 3.907 -1.051 0.882
H19 4.898 -1.475 -0.478
H20 3.494 -3.457 -0.957
H21 4.367 -3.495 0.555
H22 0.937 -1.874 0.931
H23 2.383 -2.606 2.806
H24 -0.755 -4.756 1.699
H25 -0.012 -4.459 3.285
H26 -0.682 -2.089 3.164
H27 -1.255 -2.285 1.505
H28 -3.076 -3.746 2.279
H29 -2.447 -3.693 3.929
H30 -3.029 -1.287 4.424
C14 -5.038 3.653 -3.468
C15 -3.792 4.502 -3.226
C16 -2.643 4.231 -4.199
C17 -2.111 2.813 -4.373
N1 -1.445 2.157 -3.192
C18 -2.423 1.689 -2.140
C19 -2.945 0.366 -2.658
C20 -1.673 -0.292 -3.196
C21 -0.780 0.862 -3.664
C22 -0.420 3.060 -2.598
H31 -4.814 2.587 -3.547
H32 -5.751 3.770 -2.654
H33 -5.536 3.951 -4.391
H34 -3.455 4.409 -2.190
H35 -4.062 5.553 -3.336
H36 -1.813 4.903 -3.971
H37 -2.973 4.520 -5.200
H38 -1.338 2.851 -5.140
H39 -2.878 2.124 -4.721
H40 -1.843 1.543 -1.227
H41 -3.181 2.443 -1.962
H42 -3.683 0.509 -3.448
H43 -3.420 -0.211 -1.868
H44 -1.874 -1.003 -3.993
H45 -1.165 -0.822 -2.394
H46 -0.657 0.903 -4.742
H47 0.201 0.808 -3.199
H48 -0.912 3.929 -2.169
H49 0.275 3.364 -3.378
H50 0.107 2.517 -1.817

Atom charges from the Mulliken analysis, given in e for atoms 1 to 4:
1 C -0.814
2 O -0.366
3 C 0.058
4 C -1.282


4.
DFT (ωB97M-V with the def2-TZVPD basis set) results for a structure of composition C22H50O3P2SSn in a non-equilibrium geometry.

Net charge: +4
Calculated total energy in eV: -64966.5467
Gap between HOMO and LUMO (alpha / beta) in eV: 5.3 / 6.4

CARTESIAN COORDINATES (ANGSTROEM)
Sn1 -0.510 -0.003 -0.208
C1 0.005 -2.277 0.693
O1 -0.933 -2.929 0.258
C2 1.887 0.069 0.287
O2 2.967 -0.288 0.476
P1 0.454 -0.346 -2.706
C3 0.610 1.304 -3.515
H1 0.874 1.062 -4.558
C4 2.106 -1.140 -2.936
H2 2.762 -0.521 -2.295
C5 -0.901 -1.201 -3.647
H3 -1.766 -0.537 -3.462
C6 -2.283 0.606 3.078
P2 -0.693 1.148 2.284
H4 -0.722 3.451 2.804
H5 -3.028 1.079 2.418
C7 0.598 1.239 3.626
H6 0.071 1.774 4.434
C8 2.161 -2.581 -2.406
H7 3.217 -2.896 -2.381
H8 1.615 -3.279 -3.061
H9 1.772 -2.670 -1.381
C9 2.658 -1.068 -4.364
H10 2.085 -1.692 -5.061
H11 3.688 -1.456 -4.349
H12 2.704 -0.044 -4.755
C10 -0.690 -1.274 -5.159
H13 -0.451 -0.306 -5.614
H14 -1.632 -1.620 -5.609
H15 0.081 -2.003 -5.437
C11 -1.273 -2.586 -3.092
H16 -2.144 -2.957 -3.659
H17 -1.545 -2.547 -2.027
H18 -0.460 -3.315 -3.227
C12 -0.730 2.055 -3.507
H19 -1.513 1.524 -4.064
H20 -0.582 3.038 -3.975
H21 -1.089 2.230 -2.480
C13 1.736 2.162 -2.914
H22 1.558 2.385 -1.851
H23 1.757 3.122 -3.452
H24 2.726 1.696 -3.017
C14 -2.503 1.198 4.475
H25 -2.425 2.294 4.481
H26 -1.798 0.792 5.213
H27 -3.523 0.950 4.806
C15 -2.563 -0.908 3.039
H28 -2.011 -1.469 3.811
C16 -0.010 3.464 0.751
H29 -2.359 -1.359 2.056
H30 -3.638 -1.049 3.238
C17 -2.415 3.270 1.469
H31 -0.357 3.165 -0.252
H32 -0.033 4.565 0.760
H33 1.037 3.150 0.866
C18 -0.961 2.943 1.851
H34 -2.463 4.288 1.055
H35 -3.089 3.235 2.334
H36 -2.805 2.591 0.696
C19 1.815 2.061 3.186
H37 2.278 1.631 2.288
H38 2.563 2.042 3.990
H39 1.562 3.111 2.995
C20 1.012 -0.143 4.132
H40 1.464 -0.761 3.348
H41 0.189 -0.712 4.584
H42 1.776 -0.006 4.908
H43 -0.945 5.089 -1.490
H44 -0.743 4.915 -2.191
C21 -0.229 -4.072 4.014
S1 1.476 -4.571 3.688
C22 1.323 -5.091 1.973
O3 1.028 -2.193 1.328
H45 -0.716 -4.919 4.508
H46 -0.776 -3.805 3.108
H47 -0.226 -3.207 4.693
H48 0.321 -4.996 1.550
H49 2.038 -4.533 1.358
H50 1.619 -6.146 2.003

Atom charges from the Mulliken analysis, given in e for atoms 1 to 4:
1 Sn 0.691
2 C 0.489
3 O -0.365
4 C 0.268


5.
DFT (ωB97M-V with the def2-TZVPD basis set) results for a structure of composition C22H50P2PtSi2 in a non-equilibrium geometry.

Calculated total energy in eV: -61194.7928
Gap between HOMO and LUMO (alpha / beta) in eV: 4.6 / 4.8
Multiplicity: 3

CARTESIAN COORDINATES (ANGSTROEM)
P1 -1.681 2.245 -1.222
P2 0.600 -2.225 0.982
C1 -1.327 -0.510 -0.055
C2 -1.155 -1.830 0.664
H1 -1.221 -0.587 -1.176
H2 -2.287 -0.033 0.147
H3 -1.816 -1.830 1.552
H4 -1.590 -2.636 0.071
C3 1.467 -2.915 -0.421
H5 2.382 -3.320 0.056
H6 1.756 -2.161 -1.170
H7 0.919 -3.756 -0.901
C4 0.357 -3.578 2.168
H8 0.337 -4.525 1.587
H9 -0.598 -3.474 2.736
H10 1.237 -3.517 2.824
C5 -0.666 3.266 -2.400
H11 0.006 4.061 -2.076
H12 -1.397 3.650 -3.101
H13 0.027 2.519 -2.833
C6 -2.828 2.965 -0.069
H14 -3.434 2.178 0.363
H15 -3.504 3.640 -0.594
H16 -2.434 3.528 0.766
Pt1 0.001 0.904 -0.759
C7 -2.360 -1.954 -2.356
C8 -1.112 -1.792 -2.831
C9 -0.801 -1.278 -4.209
C10 -1.685 -0.050 -4.582
C11 -1.811 0.945 -3.517
C12 -2.743 1.087 -2.482
C13 -3.972 0.079 -2.499
C14 -3.653 -1.376 -2.870
C15 0.470 2.770 0.355
H17 -2.463 -2.663 -1.540
H18 -0.298 -2.304 -2.290
H19 -0.985 -2.114 -4.925
H20 0.284 -1.010 -4.243
H21 -1.210 0.423 -5.449
H22 -2.660 -0.371 -4.952
H23 -1.153 1.755 -3.794
H24 -3.284 2.070 -2.340
H25 -4.697 0.459 -3.248
H26 -4.526 0.145 -1.548
H27 -4.484 -1.992 -2.479
H28 -3.658 -1.505 -3.965
H29 0.991 2.682 1.315
H30 -0.454 3.341 0.551
H31 1.077 3.334 -0.362
C16 4.504 -0.453 2.283
Si1 3.204 0.296 1.081
C17 3.623 2.146 1.296
C18 3.718 -0.075 -0.668
C19 1.610 -0.825 1.672
Si2 0.761 0.012 3.206
C20 1.425 1.606 3.963
C21 -1.092 0.224 3.100
C22 1.121 -1.336 4.484
H32 5.513 -0.149 1.971
H33 4.471 -1.550 2.269
H34 4.358 -0.120 3.320
H35 4.664 2.290 0.963
H36 3.004 2.809 0.684
H37 3.583 2.487 2.337
H38 3.517 -1.121 -0.919
H39 3.184 0.575 -1.375
H40 4.801 0.105 -0.780
H41 2.340 -1.530 2.161
H42 1.252 2.513 3.371
H43 0.859 1.721 4.905
H44 2.487 1.563 4.238
H45 -1.607 -0.740 3.026
H46 -1.423 0.698 4.037
H47 -1.396 0.865 2.263
H48 0.527 -2.234 4.280
H49 2.189 -1.596 4.484
H50 0.843 -0.925 5.465

Atom charges from the Mulliken analysis, given in e for atoms 1 to 4:
1 P 1.306
2 P 1.436
3 C 0.325
4 C -1.172


6.
DFT (ωB97M-V with the def2-TZVPD basis set) results for a structure of composition C22H51N10Sr in a non-equilibrium geometry.

Net charge: +1
Calculated total energy in eV: -39372.3604
Gap between HOMO and LUMO in eV: 7.0

CARTESIAN COORDINATES (ANGSTROEM)
Sr1 0.888 -0.555 -0.320
C1 2.122 0.977 -5.418
N1 1.576 0.575 -4.126
C2 1.878 1.551 -3.089
C3 0.906 -0.587 -3.923
N2 0.541 -0.985 -2.732
C4 -0.371 -2.137 -2.741
C5 -0.477 -2.841 -1.375
N3 -1.083 -2.068 -0.264
C6 -1.179 -2.852 0.984
C7 -1.059 -1.942 2.190
N4 0.284 -1.352 2.170
C8 0.740 -0.921 3.313
N5 -0.078 -0.585 4.370
C9 0.314 -0.775 5.754
C10 -1.255 0.229 4.158
N6 2.078 -0.858 3.547
C11 2.675 0.282 4.225
C12 2.997 -1.639 2.734
C13 -2.262 -1.239 -0.550
C14 -1.880 0.214 -0.905
N7 -1.128 0.906 0.136
C15 -1.581 1.993 0.673
N8 -2.895 2.398 0.638
C16 -3.974 1.470 0.906
C17 -3.284 3.789 0.492
N9 -0.694 2.860 1.263
C18 0.728 2.633 1.083
C19 -1.036 3.610 2.463
N10 0.678 -1.307 -5.119
C20 -0.668 -1.435 -5.637
C21 1.589 -2.400 -5.402
H1 3.213 0.927 -5.393
H2 1.833 2.010 -5.617
H3 1.746 0.340 -6.207
H4 2.952 1.738 -3.052
H5 1.601 1.223 -2.098
H6 1.371 2.492 -3.314
H7 -0.064 -2.930 -3.424
H8 -1.377 -1.854 -3.068
H9 0.521 -3.177 -1.039
H10 -1.017 -3.784 -1.550
H11 -0.338 -3.548 1.014
H12 -2.090 -3.464 1.007
H13 -1.226 -2.523 3.102
H14 -1.846 -1.181 2.150
H15 1.171 -1.440 5.806
H16 -0.513 -1.230 6.303
H17 0.568 0.168 6.248
H18 -1.326 0.500 3.107
H19 -1.179 1.145 4.750
H20 -2.173 -0.288 4.458
H21 1.903 0.950 4.597
H22 3.302 0.838 3.523
H23 3.298 -0.038 5.062
H24 2.533 -2.591 2.483
H25 3.895 -1.829 3.323
H26 3.275 -1.122 1.815
H27 -2.892 -1.233 0.340
H28 -2.898 -1.655 -1.340
H29 -2.778 0.762 -1.210
H30 -1.234 0.210 -1.788
H31 -3.568 0.493 1.164
H32 -4.648 1.362 0.052
H33 -4.564 1.824 1.757
H34 -2.415 4.396 0.254
H35 -3.755 4.182 1.398
H36 -4.003 3.878 -0.326
H37 0.957 2.444 0.035
H38 1.097 1.791 1.683
H39 1.266 3.529 1.387
H40 -2.086 3.481 2.710
H41 -0.834 4.674 2.327
H42 -0.443 3.256 3.308
H43 -1.278 -0.599 -5.295
H44 -1.163 -2.370 -5.348
H45 -0.638 -1.398 -6.729
H46 2.588 -2.150 -5.047
H47 1.643 -2.549 -6.483
H48 1.291 -3.355 -4.949
C22 3.484 0.090 -0.299
H49 3.792 0.163 -1.356
H50 4.192 -0.632 0.129
H51 3.761 1.060 0.144

Atom charges from the natural (NBO) analysis, given in e for atoms 1 to 4:
1 Sr 1.748
2 C -0.409
3 N -0.388
4 C -0.396


- Which of these has the lowest calculated total energy?
  C22H50BrFNNbO3S2


- Which of these has the highest calculated total energy?
  C22H51N10Sr